Entry 1:
{"formula": "C3H4F2N2O", "method": "wB97M-V/def2-TZVPD", "homo_lumo_gap_ev": 9.61, "e_above_lowest_ev": 4.365, "e_lumo_ev": 0.8, "e_homo_ha": -0.32363, "elements": ["C", "C", "C", "H", "H", "H", "H", "N", "N", "O", "F", "F"], "coordinates": [[0.690, -0.796, 0.006], [-1.442, 0.247, -0.209], [-2.736, 0.137, 0.053], [3.049, 1.299, 0.900], [3.384, -0.439, -0.134], [1.175, -1.734, -0.206], [-0.655, 1.015, -0.611], [2.709, 0.614, 0.084], [1.303, 0.311, 0.139], [-0.623, -0.965, -0.299], [-3.371, -0.964, 0.339], [-3.482, 1.275, -0.062]]}

=====

Entry 2:
{"formula": "C31H64N6O2PRuS3SbSi3", "method": "wB97M-V/def2-TZVPD", "multiplicity": 2, "homo_lumo_gap_ev": [4.74, 4.34], "total_charge": 1, "e_lumo_ev": [-3.8, -4.1], "e_homo_ha": [-0.31234, -0.30901], "elements": ["Ru", "C", "C", "N", "C", "S", "N", "N", "C", "C", "C", "C", "C", "C", "C", "N", "H", "H", "H", "H", "H", "H", "H", "H", "H", "H", "H", "H", "H", "N", "C", "N", "C", "C", "C", "C", "C", "H", "H", "H", "H", "H", "H", "H", "H", "H", "H", "C", "Si", "C", "C", "Sb", "Si", "C", "C", "C", "Si", "C", "C", "C", "H", "H", "H", "H", "H", "H", "H", "H", "H", "H", "H", "H", "H", "H", "H", "H", "H", "H", "H", "H", "H", "H", "H", "H", "H", "H", "H", "C", "C", "C", "O", "P", "S", "S", "O", "C", "C", "C", "H", "H", "H", "H", "H", "H", "H", "H", "H", "H", "H", "H", "H", "H"], "coordinates": [[-1.010, -0.016, 0.804], [1.058, 2.403, 5.342], [-0.380, 1.979, 5.634], [-0.782, 0.781, 4.929], [-1.022, 0.758, 3.608], [-1.498, -0.831, 2.952], [-0.976, 1.832, 2.908], [-1.331, 1.875, 1.598], [-1.419, 3.146, 1.150], [-0.882, 4.192, 2.092], [-2.082, 3.568, -0.023], [-2.588, 4.896, -0.105], [-3.403, 5.305, -1.116], [-3.747, 4.382, -2.134], [-3.187, 3.148, -2.079], [-2.372, 2.727, -1.094], [1.304, 3.300, 5.901], [1.179, 2.609, 4.281], [1.743, 1.611, 5.629], [-1.063, 2.781, 5.337], [-0.501, 1.787, 6.702], [-0.611, -0.115, 5.364], [0.063, 3.835, 2.498], [-1.555, 4.330, 2.938], [-0.705, 5.143, 1.605], [-2.379, 5.586, 0.694], [-3.798, 6.309, -1.138], [-4.433, 4.648, -2.919], [-3.379, 2.403, -2.833], [-0.665, -1.797, -0.082], [-0.029, -2.661, -0.531], [0.640, -3.615, -1.078], [0.085, -4.951, -1.218], [-0.150, -5.255, -2.698], [1.146, -5.076, -3.485], [1.664, -3.651, -3.304], [1.861, -3.342, -1.820], [-0.846, -5.005, -0.650], [0.797, -5.670, -0.797], [-0.911, -4.578, -3.091], [-0.516, -6.276, -2.804], [0.968, -5.268, -4.543], [1.893, -5.795, -3.142], [0.946, -2.948, -3.733], [2.613, -3.530, -3.825], [2.139, -2.298, -1.658], [2.650, -3.982, -1.411], [-2.801, 1.032, -5.049], [-1.665, 0.041, -3.887], [-2.358, -1.720, -3.606], [0.061, -0.151, -4.686], [-1.275, 0.966, -1.465], [0.907, 2.742, -2.075], [1.313, 3.983, -0.664], [2.469, 1.654, -2.369], [0.185, 3.672, -3.607], [-4.020, -0.189, -0.555], [-3.913, -2.026, 0.022], [-5.434, 0.112, -1.839], [-4.402, 0.869, 1.004], [-2.645, 0.701, -6.070], [-2.602, 2.098, -5.017], [-3.847, 0.873, -4.811], [-2.188, -2.361, -4.466], [-3.428, -1.700, -3.426], [-1.884, -2.178, -2.741], [0.002, -0.815, -5.544], [0.778, -0.572, -3.985], [0.456, 0.795, -5.042], [1.471, 3.449, 0.269], [0.516, 4.703, -0.514], [2.222, 4.536, -0.888], [2.601, 0.987, -1.519], [3.355, 2.278, -2.437], [2.414, 1.053, -3.271], [-0.717, 4.208, -3.325], [-0.077, 2.992, -4.411], [0.890, 4.398, -3.997], [-3.584, -2.712, -0.752], [-4.889, -2.357, 0.365], [-3.224, -2.114, 0.863], [-5.217, -0.277, -2.829], [-5.641, 1.173, -1.934], [-6.340, -0.370, -1.484], [-3.628, 0.737, 1.764], [-5.345, 0.558, 1.449], [-4.472, 1.930, 0.780], [4.431, -0.544, 5.012], [3.764, 0.104, 3.809], [4.556, 1.286, 3.273], [3.627, -0.888, 2.779], [2.151, -1.267, 2.293], [1.063, -1.718, 3.912], [1.563, 0.222, 1.060], [2.405, -2.501, 1.314], [3.127, -3.720, 1.586], [4.592, -3.538, 1.215], [2.984, -4.218, 3.013], [4.562, 0.194, 5.798], [5.405, -0.935, 4.728], [3.814, -1.356, 5.391], [2.758, 0.445, 4.085], [5.557, 0.975, 2.983], [4.634, 2.047, 4.045], [4.052, 1.706, 2.406], [2.655, -4.447, 0.912], [5.036, -2.761, 1.830], [4.698, -3.248, 0.172], [5.126, -4.470, 1.384], [3.436, -3.510, 3.702], [3.494, -5.173, 3.116], [1.938, -4.357, 3.275]]}

=====

Entry 3:
{"formula": "C3H4N4O2", "method": "wB97M-V/def2-TZVPD", "homo_lumo_gap_ev": 8.53, "e_above_lowest_ev": 4.429, "e_lumo_ev": -0.5, "e_homo_ha": -0.33228, "elements": ["C", "C", "C", "H", "H", "H", "H", "N", "N", "N", "N", "O", "O"], "coordinates": [[-1.027, 1.001, -0.286], [0.088, 0.233, -0.091], [1.412, 0.889, -0.016], [-1.996, -0.364, 1.136], [-0.936, 2.062, -0.290], [-0.386, -1.574, -0.709], [1.964, -1.887, 0.593], [-2.720, -0.288, 0.391], [-2.300, 0.494, -0.483], [0.235, -1.109, -0.078], [1.640, -1.405, -0.243], [2.371, -0.120, -0.029], [1.654, 2.067, 0.107]]}

=====

Entry 4:
{"formula": "C19H22F4N2O2S", "method": "wB97M-V/def2-TZVPD", "homo_lumo_gap_ev": 9.16, "e_above_lowest_ev": 0.655, "e_lumo_ev": 0.6, "e_homo_ha": -0.31559, "elements": ["C", "C", "F", "C", "O", "N", "C", "C", "N", "C", "O", "C", "C", "C", "S", "C", "C", "C", "C", "C", "C", "C", "C", "C", "C", "F", "F", "F", "H", "H", "H", "H", "H", "H", "H", "H", "H", "H", "H", "H", "H", "H", "H", "H", "H", "H", "H", "H", "H", "H"], "coordinates": [[-1.029, -3.502, -1.358], [-0.775, -2.137, -1.973], [-1.686, -1.229, -1.453], [0.657, -1.683, -1.647], [1.591, -2.407, -1.928], [0.784, -0.599, -0.823], [0.421, 0.760, -1.249], [-0.461, 1.447, -0.216], [0.340, 1.659, 0.976], [0.060, 1.146, 2.203], [0.626, 1.548, 3.207], [-0.955, 0.001, 2.289], [-0.537, -0.973, 3.387], [-1.440, -2.211, 3.368], [-3.175, -1.818, 3.732], [-3.408, -0.538, 2.468], [-2.352, 0.569, 2.561], [1.377, 2.655, 0.816], [2.106, 2.485, -0.504], [3.251, 3.236, -0.745], [3.947, 3.115, -1.937], [3.503, 2.230, -2.911], [2.363, 1.478, -2.682], [1.655, 1.600, -1.491], [-0.974, -2.168, -3.494], [-2.249, -2.480, -3.787], [-0.708, -0.964, -4.030], [-0.178, -3.069, -4.072], [-0.338, -4.247, -1.747], [-0.905, -3.452, -0.277], [-2.047, -3.826, -1.570], [1.700, -0.602, -0.390], [-0.145, 0.708, -2.183], [-0.786, 2.421, -0.598], [-1.369, 0.886, -0.021], [-0.922, -0.521, 1.329], [0.487, -1.313, 3.225], [-0.621, -0.508, 4.367], [-1.395, -2.724, 2.404], [-1.124, -2.924, 4.130], [-3.399, -1.014, 1.484], [-4.408, -0.133, 2.625], [-2.396, 0.996, 3.562], [-2.623, 1.328, 1.822], [0.939, 3.659, 0.864], [2.083, 2.582, 1.639], [3.609, 3.925, 0.011], [4.839, 3.705, -2.105], [4.044, 2.125, -3.841], [2.024, 0.780, -3.440]]}

=====

Entry 5:
{"formula": "C9H14NO", "method": "wB97M-V/def2-TZVPD", "homo_lumo_gap_ev": 11.51, "total_charge": 1, "e_above_lowest_ev": 1.622, "e_lumo_ev": -2.8, "e_homo_ha": -0.52401, "elements": ["C", "C", "C", "C", "C", "C", "C", "C", "C", "N", "O", "H", "H", "H", "H", "H", "H", "H", "H", "H", "H", "H", "H", "H", "H"], "coordinates": [[2.408, -1.120, -0.327], [1.226, -1.646, -0.531], [-2.312, -0.533, -0.144], [-2.209, 0.962, 0.302], [-1.222, -1.321, 0.478], [-1.025, 1.555, -0.540], [2.394, 0.175, 0.522], [0.852, 0.275, 0.774], [0.148, -0.778, 0.055], [0.162, 0.586, -0.517], [2.779, 1.346, -0.069], [3.315, -1.601, -0.908], [1.124, -2.509, -1.159], [-3.271, -1.046, 0.212], [-2.343, -0.607, -1.239], [-3.131, 1.622, -0.083], [-2.195, 1.112, 1.369], [-1.242, -1.436, 1.575], [-1.308, -2.397, 0.155], [-1.260, 1.755, -1.585], [-0.711, 2.504, -0.107], [2.927, 0.003, 1.444], [0.428, 1.001, 1.565], [0.734, 0.673, -1.409], [3.733, 1.426, 0.170]]}

=====

Entry 6:
{"formula": "C33H37BO2", "method": "wB97M-V/def2-TZVPD", "homo_lumo_gap_ev": 9.39, "e_above_lowest_ev": 0.000, "e_lumo_ev": 0.7, "e_homo_ha": -0.31952, "elements": ["C", "C", "C", "C", "C", "C", "O", "B", "C", "C", "C", "C", "C", "C", "C", "C", "C", "C", "C", "C", "C", "O", "H", "H", "H", "H", "H", "H", "H", "H", "H", "H", "H", "H", "H", "H", "H", "H", "H", "H", "H", "H", "H", "H", "H", "H", "C", "C", "C", "C", "C", "C", "C", "C", "C", "C", "C", "C", "C", "C", "H", "H", "H", "H", "H", "H", "H", "H", "H", "H", "H", "H", "H"], "coordinates": [[2.343, 2.164, -1.621], [3.243, 1.602, -0.534], [4.669, 1.533, -1.045], [3.031, 2.284, 0.911], [4.223, 2.127, 1.874], [2.515, 3.707, 0.902], [2.008, 1.442, 1.490], [2.422, 0.188, 1.007], [2.347, -1.098, 1.859], [3.046, -2.267, 1.485], [3.316, -3.237, 2.454], [2.787, -3.117, 3.751], [1.876, -2.083, 4.021], [1.626, -1.092, 3.072], [-1.080, -0.048, -0.648], [-0.623, -1.446, -1.086], [-0.987, -2.533, -0.278], [-0.587, -3.827, -0.609], [0.173, -4.021, -1.768], [0.620, -2.926, -2.526], [0.182, -1.639, -2.204], [2.873, 0.212, -0.300], [2.679, 3.160, -1.936], [2.378, 1.514, -2.504], [1.302, 2.238, -1.292], [5.087, 2.528, -1.211], [5.324, 0.980, -0.361], [4.679, 1.013, -2.011], [5.054, 2.785, 1.624], [3.893, 2.388, 2.888], [4.603, 1.095, 1.915], [3.260, 4.384, 0.464], [1.582, 3.813, 0.336], [2.327, 4.051, 1.923], [3.381, -2.392, 0.459], [3.953, -4.082, 2.211], [3.072, -3.830, 4.536], [1.378, -2.040, 4.987], [0.898, -0.307, 3.261], [-1.363, -0.171, 0.423], [-0.176, 0.588, -0.607], [-1.595, -2.358, 0.606], [-0.905, -4.662, 0.024], [0.347, -5.042, -2.117], [1.258, -3.098, -3.394], [0.480, -0.774, -2.802], [-6.310, -3.326, -0.799], [-5.283, -2.249, -0.899], [-4.820, -1.891, -2.167], [-3.851, -0.906, -2.297], [-3.379, -0.236, -1.181], [-2.155, 0.641, -1.374], [-2.138, 2.066, -0.812], [-1.166, 2.948, -1.325], [-0.913, 4.158, -0.667], [-1.569, 4.439, 0.537], [-2.546, 3.572, 1.029], [-2.804, 2.367, 0.369], [-3.799, -0.633, 0.094], [-4.805, -1.592, 0.234], [-6.631, -3.440, 0.240], [-7.164, -3.064, -1.441], [-5.909, -4.286, -1.152], [-5.171, -2.408, -3.056], [-3.392, -0.698, -3.262], [-1.968, 0.714, -2.457], [-0.621, 2.684, -2.234], [-0.170, 4.837, -1.077], [-1.314, 5.335, 1.087], [-3.064, 3.768, 1.964], [-3.514, 1.648, 0.788], [-3.296, -0.282, 1.001], [-5.168, -1.871, 1.229]]}

=====

Entry 7:
{"formula": "C12H17O", "method": "wB97M-V/def2-TZVPD", "homo_lumo_gap_ev": 9.07, "total_charge": 1, "e_above_lowest_ev": 2.681, "e_lumo_ev": -3.8, "e_homo_ha": -0.47303, "elements": ["C", "C", "C", "C", "C", "C", "C", "C", "C", "C", "C", "C", "O", "H", "H", "H", "H", "H", "H", "H", "H", "H", "H", "H", "H", "H", "H", "H", "H", "H"], "coordinates": [[-2.031, -0.368, -3.432], [-1.354, -1.439, -2.995], [-1.977, 0.801, -2.699], [-0.721, -1.382, -1.758], [-1.329, 0.864, -1.460], [-0.757, -0.296, -0.942], [-0.119, -0.317, 2.924], [1.016, 0.621, 2.924], [-0.956, 0.047, 1.637], [1.920, 0.389, 1.754], [-0.129, -0.257, 0.424], [2.017, 0.533, -0.667], [1.173, 0.664, 0.442], [-2.573, -0.309, -4.322], [-1.404, -2.274, -3.579], [-2.339, 1.691, -3.139], [-0.180, -2.211, -1.539], [-1.310, 1.846, -0.963], [0.199, -1.360, 2.833], [-0.737, -0.121, 3.745], [0.716, 1.720, 2.856], [1.643, 0.521, 3.904], [-1.825, -0.737, 1.390], [-1.185, 1.142, 1.838], [2.669, 1.145, 1.531], [2.309, -0.601, 1.706], [0.611, -1.947, 0.610], [2.868, 1.178, -0.602], [2.435, -0.523, -0.892], [1.351, 0.979, -1.529]]}

=====

Entry 8:
{"formula": "C51H44N11O2SSiTi", "method": "wB97M-V/def2-TZVPD", "multiplicity": 3, "homo_lumo_gap_ev": [5.31, 4.95], "total_charge": -1, "e_above_lowest_ev": 0.000, "e_lumo_ev": [1.3, 0.8], "e_homo_ha": [-0.14661, -0.15195], "elements": ["Ti", "C", "C", "N", "C", "C", "N", "C", "C", "C", "C", "C", "N", "C", "C", "N", "C", "C", "N", "C", "C", "C", "N", "C", "C", "H", "H", "H", "H", "H", "H", "H", "H", "H", "H", "H", "H", "C", "C", "C", "C", "C", "C", "N", "C", "C", "C", "C", "C", "C", "N", "N", "C", "C", "C", "C", "C", "N", "H", "H", "H", "H", "H", "H", "H", "H", "H", "H", "H", "H", "H", "C", "Si", "C", "C", "N", "C", "C", "C", "C", "C", "C", "H", "H", "H", "H", "H", "H", "H", "H", "H", "H", "H", "H", "H", "H", "O", "C", "O", "C", "C", "C", "C", "S", "C", "C", "H", "H", "H", "H", "H"], "coordinates": [[-0.405, -1.059, 0.430], [-1.459, -3.090, 4.159], [-1.468, -2.697, 2.854], [-0.722, -1.652, 2.428], [-0.022, -0.973, 3.374], [0.016, -1.458, 4.697], [-0.672, -2.493, 5.102], [0.542, 0.260, 2.916], [1.300, 1.137, 3.706], [1.694, 2.347, 3.187], [1.260, 2.690, 1.888], [0.555, 1.781, 1.145], [0.236, 0.559, 1.628], [-0.056, 2.085, -0.167], [0.050, 3.321, -0.802], [-0.807, 3.692, -1.744], [-1.756, 2.819, -2.064], [-1.759, 1.519, -1.567], [-0.884, 1.153, -0.638], [2.539, 3.276, 3.964], [2.505, 3.320, 5.356], [3.328, 4.210, 6.026], [4.161, 5.052, 5.421], [4.189, 5.010, 4.091], [3.414, 4.153, 3.327], [-2.076, -3.916, 4.487], [-2.058, -3.208, 2.104], [0.639, -0.959, 5.433], [1.604, 0.833, 4.697], [1.468, 3.670, 1.486], [0.838, 4.018, -0.546], [-2.515, 3.139, -2.766], [-2.443, 0.769, -1.934], [1.827, 2.692, 5.918], [3.311, 4.249, 7.110], [4.875, 5.696, 3.605], [3.518, 4.147, 2.250], [-3.668, 1.540, 4.518], [-2.866, 2.230, 3.621], [-2.497, 1.653, 2.415], [-2.902, 0.358, 2.080], [-3.720, -0.321, 2.992], [-4.100, 0.261, 4.188], [-2.468, -0.266, 0.904], [-3.403, -0.726, 0.041], [-4.742, -0.277, -0.059], [-5.608, -0.858, -0.959], [-5.202, -1.906, -1.795], [-3.899, -2.355, -1.727], [-3.011, -1.749, -0.844], [-1.708, -2.212, -0.610], [-1.473, -3.426, -1.040], [-0.409, -3.977, -0.378], [-0.078, -5.325, -0.599], [0.888, -5.900, 0.186], [1.512, -5.140, 1.183], [1.150, -3.820, 1.320], [0.227, -3.242, 0.549], [-3.961, 1.994, 5.456], [-2.530, 3.234, 3.854], [-1.905, 2.220, 1.711], [-4.042, -1.327, 2.747], [-4.738, -0.288, 4.870], [-5.070, 0.537, 0.575], [-6.625, -0.489, -1.021], [-5.901, -2.357, -2.486], [-3.541, -3.156, -2.357], [-0.611, -5.867, -1.366], [1.162, -6.937, 0.038], [2.261, -5.564, 1.836], [1.596, -3.189, 2.081], [1.233, -3.180, -2.721], [2.203, -1.846, -1.826], [3.714, -2.754, -1.135], [2.944, -0.720, -3.141], [1.431, -0.968, -0.463], [2.480, -0.167, 0.080], [3.141, -0.504, 1.263], [4.190, 0.262, 1.746], [4.622, 1.385, 1.051], [3.971, 1.739, -0.124], [2.914, 0.978, -0.599], [1.496, -3.075, -3.775], [0.151, -3.103, -2.673], [1.543, -4.169, -2.376], [4.239, -3.223, -1.974], [3.445, -3.538, -0.423], [4.414, -2.078, -0.642], [3.187, -1.351, -4.001], [3.864, -0.241, -2.806], [2.237, 0.039, -3.474], [2.827, -1.393, 1.802], [4.685, -0.031, 2.664], [5.450, 1.974, 1.423], [4.288, 2.614, -0.681], [2.402, 1.256, -1.510], [-2.175, 2.291, -9.399], [-1.624, 2.886, -8.300], [-1.325, 4.051, -8.371], [-1.429, 2.033, -7.113], [-0.640, 2.523, -6.067], [-0.393, 1.761, -4.947], [-0.922, 0.459, -4.790], [-0.588, -0.488, -3.394], [-1.748, -0.001, -5.837], [-1.984, 0.755, -6.962], [-2.295, 1.352, -9.216], [-0.217, 3.514, -6.164], [0.230, 2.157, -4.153], [-2.201, -0.979, -5.734], [-2.645, 0.334, -7.715]]}